# 1
ORCA calculation (ωB97M-V with the def2-TZVPD basis set) on C42H44BrN8O7Sr as an isolated structure.

Calculated values
- Energy: -5196.48743 hartree
- Highest occupied orbital energy: -4.97 eV
- Gap between HOMO and LUMO: 6.82 eV
- Energy above the lowest of the compared OMol25 structures with the same formula, charge and spin: 97.0 kcal per mole

```
! wB97M-V def2-TZVPD RIJCOSX def2/J DEFGRID3
* xyz -1 1
Sr 0.42 1.01 2.55
O 1.72 1.90 6.52
C 1.01 1.45 5.62
O 1.38 0.77 4.63
C -0.52 1.64 5.77
C -1.24 0.31 5.47
C -2.57 0.25 6.23
C -3.39 1.29 5.43
C -2.38 1.66 4.32
O -1.66 0.44 4.12
C -1.29 2.59 4.84
C -0.51 3.27 3.70
O 0.41 4.02 4.03
O -0.85 2.95 2.52
H -0.70 1.94 6.80
H -0.60 -0.57 5.55
H -3.01 -0.75 6.15
H -2.46 0.49 7.28
H -4.29 0.86 5.00
H -3.67 2.16 6.02
H -2.81 1.97 3.37
H -1.71 3.41 5.43
C -3.69 -3.62 -3.60
C -3.01 -2.26 -3.75
C -4.08 -1.21 -4.08
C -2.02 -2.36 -4.93
C -2.27 -1.83 -2.49
C -1.46 -0.70 -2.51
C -0.83 -0.29 -1.36
Br 0.31 1.24 -1.44
C -0.92 -0.93 -0.10
O -0.24 -0.50 0.91
C -1.73 -2.10 -0.10
C -2.37 -2.50 -1.27
C -1.89 -2.99 1.13
C -1.25 -2.44 2.41
C -3.39 -3.19 1.44
C -1.26 -4.36 0.84
H -4.18 -3.90 -4.54
H -4.45 -3.60 -2.83
H -2.96 -4.40 -3.36
H -4.60 -1.46 -5.01
H -3.63 -0.23 -4.19
H -4.82 -1.17 -3.28
H -2.53 -2.72 -5.83
H -1.22 -3.06 -4.69
H -1.58 -1.39 -5.17
H -1.32 -0.13 -3.42
H -2.98 -3.39 -1.22
H -1.69 -1.49 2.69
H -0.17 -2.29 2.28
H -1.40 -3.15 3.22
H -3.89 -2.23 1.55
H -3.51 -3.75 2.37
H -3.90 -3.75 0.65
H -0.18 -4.24 0.69
H -1.68 -4.83 -0.05
H -1.41 -5.04 1.69
C 3.11 -3.07 -0.78
N 2.97 -2.31 0.44
C 2.49 -1.07 0.61
N 2.46 -0.78 1.89
C 2.96 -1.89 2.48
N 3.30 -2.83 1.63
C 2.09 -2.61 -1.79
C 0.90 -3.30 -1.99
C -0.07 -2.81 -2.85
C 0.13 -1.60 -3.50
C 1.31 -0.90 -3.30
C 2.30 -1.41 -2.46
C 1.50 0.41 -3.89
N 0.99 0.90 -4.97
N 1.38 2.17 -5.05
C 2.12 2.41 -4.01
O 2.24 1.31 -3.23
C 2.67 3.67 -3.57
C 2.73 4.75 -4.43
C 3.16 5.98 -3.95
C 3.49 6.13 -2.62
C 3.43 5.05 -1.74
C 3.73 5.27 -0.28
N 3.41 4.14 0.55
C 2.23 3.55 0.79
N 2.41 2.50 1.55
C 3.74 2.51 1.81
N 4.38 3.48 1.20
C 3.04 3.81 -2.23
H 2.95 -4.12 -0.52
H 4.13 -2.96 -1.16
H 2.09 -0.45 -0.18
H 3.06 -2.00 3.54
H 0.72 -4.22 -1.45
H -1.00 -3.34 -2.97
H -0.63 -1.18 -4.14
H 3.21 -0.85 -2.29
H 2.42 4.62 -5.46
H 3.20 6.83 -4.62
H 3.78 7.10 -2.24
H 3.16 6.14 0.07
H 4.79 5.48 -0.13
H 1.28 3.90 0.40
H 4.22 1.79 2.44
H 2.97 2.96 -1.57
*
```

***

# 2
ORCA calculation (ωB97M-V with the def2-TZVPD basis set) on one molecule with the formula C19H24ClN3O2.

Calculated values
- Energy: -1513.35771 hartree
- SMILES: O=C([C@@H]1CCC(=O)N(C2CC2)C1)N1CCN(c2cccc(Cl)c2)CC1
- Highest occupied orbital energy: -8.10 eV
- Gap between HOMO and LUMO: 8.54 eV
- Energy above the lowest of the compared OMol25 structures with the same formula, charge and spin: 30.5 kcal per mole

```
! wB97M-V def2-TZVPD RIJCOSX def2/J DEFGRID3
* xyz 0 1
O 1.34 0.53 -2.36
C 1.37 0.40 -1.15
N 0.25 0.56 -0.40
C 0.14 0.73 1.03
H 1.08 0.51 1.53
C -0.29 2.18 1.35
N -1.54 2.50 0.70
C -2.74 2.26 1.34
C -2.88 2.61 2.69
C -4.09 2.43 3.34
C -5.19 1.91 2.69
C -5.06 1.58 1.35
C -3.87 1.74 0.69
H -3.82 1.46 -0.35
H -5.91 1.18 0.82
H -6.13 1.77 3.22
Cl -4.21 2.87 5.01
H -2.06 3.05 3.24
C -1.41 2.32 -0.73
H -2.33 2.60 -1.23
C -0.99 0.89 -1.08
H -0.83 0.78 -2.15
H -1.77 0.18 -0.75
H -0.62 3.00 -1.08
H -0.37 2.29 2.43
H 0.48 2.87 0.99
H -0.63 0.05 1.41
C 2.65 0.00 -0.40
C 2.52 -1.42 0.17
N 2.42 -2.41 -0.88
C 3.17 -2.37 -2.02
O 3.28 -3.34 -2.75
C 3.77 -1.04 -2.41
C 3.87 0.02 -1.32
H 3.98 1.00 -1.78
H 4.76 -0.17 -0.70
H 3.12 -0.66 -3.21
H 4.75 -1.23 -2.86
C 1.72 -3.60 -0.54
C 0.23 -3.50 -0.32
C 0.77 -4.20 -1.53
H 0.71 -5.27 -1.59
H 0.67 -3.70 -2.48
H -0.23 -2.53 -0.46
H -0.21 -4.09 0.47
H 2.28 -4.29 0.09
H 3.40 -1.62 0.79
H 1.63 -1.52 0.79
H 2.81 0.71 0.42
*
```

***

# 3
ORCA calculation (ωB97M-V with the def2-TZVPD basis set) on a 3-piece molecular cluster, C22H27BO16S overall.

Calculated values
- Energy: -2481.12307 hartree
- SMILES: CCCC[C@]1(COC(C)=O)OS(=O)(=O)O[C@@H]1B(O)OC.O=C1C=C(O)C(=O)C=C1O.O=C1C=C(O)C(=O)C=C1O
- Highest occupied orbital energy: -10.09 eV
- Gap between HOMO and LUMO: 8.13 eV
- Energy above the lowest of the compared OMol25 structures with the same formula, charge and spin: 175.2 kcal per mole

```
! wB97M-V def2-TZVPD RIJCOSX def2/J DEFGRID3
* xyz 0 1
C 4.65 -0.58 0.05
C 3.11 -1.10 0.44
C 2.35 -0.11 1.50
C 0.90 0.44 0.87
C 1.05 1.94 0.15
C 2.55 2.13 -0.56
O 2.67 3.38 -1.34
C 3.37 3.19 -2.61
C 4.71 2.27 -2.87
O 2.90 3.87 -3.68
O 0.76 3.13 1.02
S -0.11 4.38 0.18
O -1.33 5.02 0.89
O 0.89 5.54 -0.13
O -0.39 3.43 -1.23
C -0.27 1.98 -0.87
B -1.73 1.50 -0.28
O -2.69 2.32 0.50
O -2.13 0.07 -0.52
C -2.70 -0.08 -1.87
H 5.37 -1.28 0.64
H 4.79 0.54 0.40
H 4.78 -0.61 -1.11
H 2.52 -1.08 -0.60
H 3.09 -2.21 0.83
H 2.04 -0.79 2.43
H 3.01 0.75 1.94
H 0.57 -0.40 0.09
H 0.16 0.47 1.82
H 2.79 1.16 -1.19
H 3.33 2.23 0.33
H 5.37 2.09 -1.90
H 4.33 1.20 -3.23
H 5.41 2.69 -3.74
H 0.06 1.37 -1.81
H -3.16 2.99 -0.07
H -1.97 -0.66 -2.58
H -2.94 0.99 -2.29
H -3.69 -0.71 -1.81
C 1.69 -0.92 5.73
C 2.10 -0.74 6.99
C 1.63 0.41 7.80
O 2.00 0.54 8.96
C 0.72 1.38 7.16
C 0.32 1.21 5.89
C 0.77 0.04 5.09
O 0.37 -0.11 3.94
O -0.53 2.11 5.29
O 2.97 -1.63 7.59
H 2.03 -1.76 5.13
H 0.40 2.23 7.75
H -0.67 1.77 4.38
H 3.11 -1.29 8.50
C -3.96 -4.29 -4.06
C -4.80 -5.25 -4.46
C -5.99 -4.93 -5.30
O -6.73 -5.83 -5.68
C -6.23 -3.52 -5.65
C -5.39 -2.57 -5.24
C -4.19 -2.89 -4.43
O -3.43 -1.99 -4.08
O -5.61 -1.24 -5.57
O -4.59 -6.57 -4.12
H -3.09 -4.51 -3.45
H -7.11 -3.30 -6.25
H -4.87 -0.74 -5.16
H -5.33 -7.07 -4.53
*
```

***

Copy entry 2 word for word.
ORCA calculation (ωB97M-V with the def2-TZVPD basis set) on one molecule with the formula C19H24ClN3O2.

Calculated values
- Energy: -1513.35771 hartree
- SMILES: O=C([C@@H]1CCC(=O)N(C2CC2)C1)N1CCN(c2cccc(Cl)c2)CC1
- Highest occupied orbital energy: -8.10 eV
- Gap between HOMO and LUMO: 8.54 eV
- Energy above the lowest of the compared OMol25 structures with the same formula, charge and spin: 30.5 kcal per mole

```
! wB97M-V def2-TZVPD RIJCOSX def2/J DEFGRID3
* xyz 0 1
O 1.34 0.53 -2.36
C 1.37 0.40 -1.15
N 0.25 0.56 -0.40
C 0.14 0.73 1.03
H 1.08 0.51 1.53
C -0.29 2.18 1.35
N -1.54 2.50 0.70
C -2.74 2.26 1.34
C -2.88 2.61 2.69
C -4.09 2.43 3.34
C -5.19 1.91 2.69
C -5.06 1.58 1.35
C -3.87 1.74 0.69
H -3.82 1.46 -0.35
H -5.91 1.18 0.82
H -6.13 1.77 3.22
Cl -4.21 2.87 5.01
H -2.06 3.05 3.24
C -1.41 2.32 -0.73
H -2.33 2.60 -1.23
C -0.99 0.89 -1.08
H -0.83 0.78 -2.15
H -1.77 0.18 -0.75
H -0.62 3.00 -1.08
H -0.37 2.29 2.43
H 0.48 2.87 0.99
H -0.63 0.05 1.41
C 2.65 0.00 -0.40
C 2.52 -1.42 0.17
N 2.42 -2.41 -0.88
C 3.17 -2.37 -2.02
O 3.28 -3.34 -2.75
C 3.77 -1.04 -2.41
C 3.87 0.02 -1.32
H 3.98 1.00 -1.78
H 4.76 -0.17 -0.70
H 3.12 -0.66 -3.21
H 4.75 -1.23 -2.86
C 1.72 -3.60 -0.54
C 0.23 -3.50 -0.32
C 0.77 -4.20 -1.53
H 0.71 -5.27 -1.59
H 0.67 -3.70 -2.48
H -0.23 -2.53 -0.46
H -0.21 -4.09 0.47
H 2.28 -4.29 0.09
H 3.40 -1.62 0.79
H 1.63 -1.52 0.79
H 2.81 0.71 0.42
*
```

***

- Which value of gap between HOMO and LUMO does entry 2 give?
  8.54 eV